Entry 1:
{"formula": "C21H27N5OS", "method": "wB97M-V/def2-TZVPD", "orbital_gap_ev": 9.16, "e_tot_ha": -1563.69208, "spin_multiplicity": 1, "e_above_lowest_kcal_mol": 0.0, "fmax_ev_per_a": 0.8, "smiles": "O=C(CSc1nc(N2CCCCC2)nc(N2CCCCC2)n1)c1ccccc1", "e_lumo_ev": 0.66, "mol_weight_g_mol": 397.55, "symbols": ["O", "C", "C", "C", "C", "C", "C", "C", "H", "H", "H", "H", "H", "C", "H", "H", "S", "C", "N", "C", "N", "C", "N", "N", "C", "H", "C", "C", "C", "C", "H", "H", "H", "H", "H", "H", "H", "H", "H", "N", "C", "H", "C", "C", "C", "H", "C", "H", "H", "H", "H", "H", "H", "H", "H"], "positions_angstrom": [[0.0594, 4.1778, 0.2195], [0.2840, 3.4771, 1.1858], [1.6123, 2.8630, 1.4211], [2.1155, 2.5970, 2.6918], [3.3548, 1.9984, 2.8330], [4.0998, 1.6574, 1.7168], [3.6141, 1.9385, 0.4493], [2.3834, 2.5458, 0.3030], [1.9859, 2.7710, -0.6749], [4.1969, 1.6829, -0.4236], [5.0610, 1.1783, 1.8340], [3.7383, 1.7934, 3.8216], [1.5535, 2.8637, 3.5733], [-0.7727, 3.3638, 2.2716], [-1.7421, 3.6161, 1.8397], [-0.5473, 4.0670, 3.0754], [-0.8782, 1.7283, 3.0595], [-0.5525, 0.7297, 1.6652], [-0.4845, 1.3328, 0.4944], [-0.2366, 0.5045, -0.5423], [-0.0180, -0.8030, -0.4041], [-0.1017, -1.2912, 0.8332], [-0.3964, -0.5492, 1.9159], [0.1335, -2.5934, 1.0232], [-0.0728, -3.2159, 2.3127], [0.8975, -3.3875, 2.7953], [-0.8317, -4.5386, 2.1453], [-1.7792, -4.4252, 0.9545], [-0.9738, -4.2913, -0.3435], [0.3200, -3.5004, -0.0802], [1.1355, -4.1816, 0.1821], [0.6112, -2.9195, -0.9540], [-1.5762, -3.7809, -1.0954], [-0.7157, -5.2773, -0.7327], [-2.4348, -5.2951, 0.9007], [-2.4060, -3.5418, 1.0925], [-1.3860, -4.7544, 3.0588], [-0.1362, -5.3625, 1.9747], [-0.6375, -2.5110, 2.9249], [-0.1796, 1.0174, -1.7770], [-0.6817, 2.3313, -2.1064], [0.0318, 2.8084, -2.7873], [-2.0445, 2.2121, -2.7908], [-1.9360, 1.3215, -4.0264], [-1.3582, -0.0374, -3.6369], [-2.0456, -0.5495, -2.9606], [-0.0185, 0.1548, -2.9251], [0.6979, 0.6283, -3.6058], [0.3825, -0.7978, -2.5812], [-1.2179, -0.6625, -4.5202], [-1.2799, 1.7973, -4.7595], [-2.9175, 1.1945, -4.4872], [-2.7579, 1.7775, -2.0872], [-2.3985, 3.2064, -3.0649], [-0.7531, 2.9307, -1.2020]], "forces_ev_per_angstrom": [[0.235, 0.110, 0.301], [-0.236, 0.742, 0.007], [0.648, -0.040, -0.107], [-0.078, 0.188, -0.188], [0.162, -0.046, 0.066], [0.020, -0.018, 0.092], [0.023, 0.004, -0.102], [-0.112, 0.061, 0.138], [-0.043, 0.019, -0.108], [0.040, -0.022, -0.066], [0.069, -0.035, 0.016], [0.036, -0.010, 0.074], [-0.034, -0.008, 0.041], [-0.373, -0.434, 0.048], [0.205, 0.101, -0.030], [0.017, 0.027, 0.006], [-0.134, 0.202, 0.219], [-0.144, 0.008, -0.277], [-0.439, -0.177, -0.306], [0.126, -0.316, 0.532], [-0.052, -0.218, -0.227], [-0.003, 0.628, -0.015], [0.036, -0.211, 0.421], [-0.018, -0.069, 0.005], [0.034, -0.127, 0.460], [-0.083, 0.045, 0.053], [-0.124, 0.111, -0.100], [0.082, -0.168, 0.021], [0.020, 0.112, 0.093], [0.034, -0.180, -0.415], [-0.005, 0.043, -0.047], [0.075, -0.172, 0.102], [0.016, -0.017, -0.080], [-0.009, -0.025, -0.054], [-0.075, 0.059, 0.008], [-0.085, -0.003, -0.003], [0.079, -0.043, 0.040], [0.014, -0.072, 0.046], [0.100, -0.202, -0.024], [0.160, 0.039, -0.204], [-0.404, 0.425, 0.208], [0.001, 0.038, 0.056], [0.265, 0.026, -0.215], [-0.240, -0.137, 0.191], [0.216, 0.196, -0.109], [-0.026, -0.086, 0.026], [-0.028, -0.496, -0.211], [-0.001, -0.032, 0.015], [0.032, 0.157, -0.163], [-0.010, -0.068, 0.006], [0.008, 0.034, -0.083], [0.025, 0.036, -0.083], [-0.053, 0.032, 0.068], [-0.047, 0.041, 0.044], [0.076, -0.054, -0.185]]}

=====

Entry 2:
{"formula": "C21H27NO4S", "method": "wB97M-V/def2-TZVPD", "orbital_gap_ev": 9.14, "e_tot_ha": -1570.32124, "spin_multiplicity": 1, "e_above_lowest_kcal_mol": 2.1, "fmax_ev_per_a": 1.2, "smiles": "Cc1ccc(CS(=O)(=O)Cc2ccc(C(=O)NC3CCCCCC3)o2)cc1", "e_lumo_ev": 0.45, "mol_weight_g_mol": 389.52, "symbols": ["C", "C", "C", "C", "C", "C", "C", "H", "H", "C", "H", "H", "S", "O", "O", "C", "C", "C", "C", "C", "C", "O", "N", "H", "C", "C", "C", "H", "C", "H", "C", "H", "C", "C", "H", "H", "H", "H", "H", "H", "H", "H", "H", "H", "O", "H", "H", "H", "H", "H", "H", "H", "H", "H"], "positions_angstrom": [[5.9804, 1.7085, -2.3502], [5.1417, 1.2026, -1.2177], [4.0638, 1.9416, -0.7426], [3.3052, 1.4909, 0.3208], [3.6046, 0.2796, 0.9366], [4.6767, -0.4662, 0.4593], [5.4370, -0.0066, -0.6002], [6.2712, -0.5954, -0.9533], [4.9251, -1.4079, 0.9280], [2.7493, -0.2227, 2.0408], [2.5179, 0.5398, 2.7807], [3.1416, -1.1125, 2.5239], [1.1190, -0.7081, 1.3434], [0.4241, 0.4788, 0.9255], [0.4528, -1.5548, 2.2922], [1.5332, -1.7210, -0.1514], [0.2439, -2.3301, -0.5300], [-0.1940, -3.6062, -0.7516], [-1.5954, -3.5199, -0.9243], [-1.9187, -2.1978, -0.7762], [-3.2122, -1.4768, -0.7407], [-4.2629, -1.9724, -1.1025], [-3.0760, -0.2337, -0.2403], [-2.1611, 0.0732, 0.0570], [-4.1786, 0.6844, -0.0540], [-4.2362, 1.6991, -1.2097], [-2.8863, 2.2967, -1.6090], [-2.1495, 1.4966, -1.6972], [-2.3561, 3.3730, -0.6669], [-3.0295, 4.2348, -0.6932], [-2.1904, 2.9261, 0.7837], [-1.6578, 3.7209, 1.3131], [-3.5304, 2.6993, 1.4854], [-4.1117, 1.2910, 1.3586], [-5.1209, 1.3126, 1.7760], [-3.5235, 0.6104, 1.9788], [-3.4105, 2.8954, 2.5539], [-4.2505, 3.4296, 1.1094], [-1.5641, 2.0340, 0.8395], [-1.3859, 3.7059, -1.0446], [-2.9958, 2.7432, -2.6013], [-4.9401, 2.4922, -0.9552], [-4.6349, 1.1695, -2.0781], [-5.0792, 0.0617, -0.1211], [-0.7961, -1.4785, -0.5489], [-2.2780, -4.3211, -1.1163], [0.4062, -4.4919, -0.7913], [1.9167, -1.0200, -0.8890], [2.2755, -2.4613, 0.1230], [2.4629, 2.0665, 0.6718], [3.8176, 2.8830, -1.2116], [6.3911, 0.8844, -2.9287], [5.3991, 2.3496, -3.0083], [6.8141, 2.2934, -1.9605]], "forces_ev_per_angstrom": [[0.053, 0.038, 0.040], [-0.052, -0.061, 0.009], [0.037, -0.048, 0.011], [0.085, -0.023, 0.055], [0.404, 0.216, -0.221], [-0.089, 0.076, 0.126], [-0.024, 0.039, -0.043], [0.087, -0.064, -0.049], [0.020, -0.117, 0.060], [-0.810, -0.384, -0.501], [-0.151, -0.006, 0.077], [0.041, -0.059, 0.067], [0.523, -0.171, 0.559], [0.226, 0.396, -0.275], [0.125, -0.352, 0.133], [-0.377, 0.731, 0.587], [-0.067, -0.890, -0.105], [0.437, 0.604, 0.063], [-0.389, 0.808, 0.013], [-0.076, -1.158, -0.263], [0.231, 0.238, 0.087], [-0.028, -0.231, -0.079], [0.127, 0.224, 0.116], [0.001, -0.156, -0.029], [-0.395, -0.043, -0.043], [0.167, -0.232, -0.053], [-0.182, 0.304, 0.055], [0.029, -0.013, -0.109], [0.185, -0.226, -0.041], [0.019, 0.066, 0.003], [-0.192, 0.308, -0.062], [0.075, -0.084, 0.022], [0.099, -0.192, 0.113], [-0.057, 0.171, -0.015], [0.006, -0.070, 0.032], [-0.083, -0.024, 0.052], [-0.076, 0.059, -0.010], [-0.027, 0.076, 0.044], [0.111, -0.020, 0.061], [-0.012, 0.093, -0.028], [0.060, -0.081, -0.021], [-0.116, 0.062, -0.033], [-0.080, 0.018, 0.028], [0.188, 0.131, 0.039], [-0.209, 0.125, -0.178], [-0.214, -0.112, -0.029], [0.182, -0.158, 0.048], [0.117, 0.005, -0.071], [0.081, -0.077, 0.009], [-0.092, 0.091, 0.023], [-0.034, 0.102, -0.060], [0.038, -0.010, -0.078], [0.007, 0.036, -0.082], [0.071, 0.048, -0.055]]}

=====

Entry 3:
{"formula": "C21H28Br39N2O2", "method": "wB97M-V/def2-TZVPD", "orbital_gap_ev": 5.54, "e_tot_ha": -101463.32818, "spin_multiplicity": 1, "fmax_ev_per_a": 4.7, "e_lumo_ev": 0.67, "charge": -1, "mol_weight_g_mol": 3456.72, "symbols": ["C", "C", "C", "C", "C", "N", "C", "C", "N", "C", "O", "O", "H", "H", "H", "H", "H", "H", "H", "H", "H", "H", "H", "H", "H", "H", "H", "C", "Br", "Br", "Br", "H", "C", "Br", "Br", "Br", "H", "C", "Br", "Br", "Br", "H", "C", "Br", "Br", "Br", "H", "C", "Br", "Br", "Br", "H", "C", "Br", "Br", "Br", "H", "C", "Br", "Br", "Br", "H", "C", "Br", "Br", "Br", "H", "C", "Br", "Br", "Br", "H", "C", "Br", "Br", "Br", "H", "C", "Br", "Br", "Br", "H", "C", "Br", "Br", "Br", "H", "C", "Br", "Br", "Br", "H"], "positions_angstrom": [[2.0559, 0.0798, 2.0280], [2.4117, -1.2823, 2.6793], [2.4552, -2.5004, 1.7253], [2.7678, -2.1626, 0.2437], [1.1929, -3.4186, 1.8345], [-0.0140, -2.7253, 2.2680], [-0.5882, -1.8874, 1.2150], [-1.2197, -0.6104, 1.7415], [-1.7057, -0.4494, 2.8897], [1.5320, -4.4550, 3.0106], [0.8746, -4.4013, 4.0271], [2.5385, -5.3169, 2.9791], [1.7202, 0.7719, 2.8073], [1.3252, -0.0283, 1.2255], [2.9633, 0.5249, 1.5939], [3.3975, -1.1754, 3.1471], [1.7087, -1.4396, 3.5039], [3.2833, -3.1324, 2.0680], [2.1674, -1.3552, -0.1828], [2.5259, -3.0618, -0.3416], [3.8465, -2.0177, 0.1171], [1.0340, -4.0006, 0.9322], [-0.7190, -3.4227, 2.4837], [0.1024, -1.6631, 0.3966], [-1.4118, -2.4558, 0.7367], [-1.2779, 0.2533, 1.0589], [-1.5985, -1.3278, 3.4116], [6.5675, 0.6050, 1.4159], [6.1782, -1.1701, 2.0516], [5.2772, 1.1938, 0.1049], [6.7355, 1.8689, 2.8639], [7.5267, 0.5612, 0.9189], [-2.3441, 3.6757, -0.4180], [-2.3104, 2.1165, 0.7141], [-0.5728, 4.1698, -0.9977], [-3.5416, 3.4630, -1.9152], [-2.7243, 4.4961, 0.1764], [0.6830, 7.8185, -0.7780], [0.7735, 7.6101, 1.1357], [-0.9735, 8.6345, -1.3297], [2.2173, 8.7548, -1.4727], [0.7014, 6.8246, -1.2059], [1.1308, -7.7013, 0.0823], [0.8350, -9.4390, 0.9330], [-0.1274, -7.4228, -1.4037], [1.1825, -6.2221, 1.3943], [2.1151, -7.7379, -0.3635], [-0.9926, 5.6638, -5.1101], [-0.7173, 3.8006, -5.5225], [0.4161, 6.3564, -3.9916], [-1.2258, 6.7273, -6.7021], [-1.9121, 5.7322, -4.5430], [-2.6293, -7.3316, 3.1111], [-1.7115, -7.3863, 4.8069], [-3.7560, -5.7655, 2.9568], [-1.3995, -7.4712, 1.6304], [-3.2807, -8.1939, 3.0745], [-7.0703, 6.2759, -2.5543], [-7.7246, 4.8315, -1.4574], [-5.4181, 6.9982, -1.8722], [-6.9069, 5.7524, -4.4032], [-7.8059, 7.0671, -2.5112], [-7.2748, -5.5825, 0.6107], [-8.3371, -5.1216, 2.1547], [-5.8768, -4.2927, 0.2978], [-6.5824, -7.3792, 0.7290], [-7.9317, -5.5533, -0.2470], [-4.2510, 1.7642, 5.1745], [-4.6135, -0.0329, 5.7644], [-5.5816, 2.3842, 3.9204], [-4.0528, 2.9807, 6.6608], [-3.3038, 1.7414, 4.6490], [4.8957, 4.2878, -2.7897], [6.3128, 4.6097, -4.0616], [4.6221, 5.8130, -1.6411], [3.2648, 3.7438, -3.6596], [5.2119, 3.4654, -2.1605], [5.1385, -7.9073, 2.1009], [5.4991, -9.8027, 2.0097], [6.4153, -6.9897, 3.2165], [5.0311, -7.1176, 0.3485], [4.1643, -7.7848, 2.5618], [9.8168, 3.1834, -3.5490], [11.2942, 4.3678, -3.1803], [10.2592, 1.8857, -4.9051], [9.1585, 2.3433, -1.9452], [9.0122, 3.7903, -3.9396], [-10.2523, 5.7621, -7.4010], [-11.1906, 6.0797, -5.7457], [-8.7877, 6.9941, -7.6357], [-9.6709, 3.9299, -7.5523], [-10.9528, 5.9423, -8.2044]], "forces_ev_per_angstrom": [[0.794, -0.306, 0.291], [-0.054, 0.485, -0.031], [-0.292, 0.070, -0.384], [0.011, -0.900, 0.273], [0.952, -0.122, 1.846], [-0.384, 0.382, -0.878], [-0.686, -0.289, -0.222], [0.401, -0.026, -0.539], [-0.333, -0.140, 0.453], [2.379, -0.660, 1.757], [-1.895, 0.788, 0.829], [-0.645, 2.800, -1.010], [-0.237, -0.060, -0.273], [-0.107, 0.258, 0.257], [-0.331, -0.107, -0.062], [-0.137, 0.010, -0.063], [0.065, -0.373, -0.238], [-0.190, -0.029, -0.161], [0.330, 0.115, 0.105], [0.105, 0.175, 0.032], [-0.234, 0.474, -0.128], [0.167, 0.634, -0.316], [0.374, -0.097, 0.470], [0.079, 0.010, 0.280], [0.125, 0.324, -0.161], [0.434, -1.048, 0.189], [0.167, 0.212, 0.177], [0.047, -0.095, 0.032], [0.023, 0.169, -0.060], [0.111, -0.007, -0.005], [-0.044, -0.074, -0.102], [-0.035, 0.027, 0.012], [-0.157, 0.048, 0.218], [-0.353, 0.918, -0.361], [-0.021, -0.080, -0.033], [0.083, -0.030, 0.020], [0.023, 0.009, -0.064], [-0.024, -0.078, 0.092], [-0.001, 0.036, -0.150], [0.076, 0.016, 0.091], [-0.127, 0.037, 0.025], [-0.041, 0.020, 0.039], [-0.799, 0.400, 0.150], [0.842, -0.267, -0.483], [0.199, -0.152, -0.229], [2.050, -3.410, -2.445], [-0.029, -0.032, 0.039], [-0.073, -0.054, 0.105], [0.014, 0.139, 0.032], [0.049, 0.009, -0.296], [0.047, -0.079, 0.109], [0.031, -0.018, -0.009], [0.020, -0.135, -0.130], [-0.030, 0.064, -0.142], [0.110, -0.054, 0.084], [-2.727, -0.024, 0.998], [-0.046, 0.082, 0.047], [-0.005, -0.049, 0.011], [0.084, 0.086, -0.089], [-0.062, -0.013, -0.029], [0.002, 0.005, 0.123], [0.029, -0.025, -0.011], [0.077, -0.003, -0.004], [0.094, -0.039, -0.079], [-0.139, -0.066, 0.000], [-0.062, 0.120, -0.016], [0.011, -0.001, 0.040], [0.089, -0.116, -0.064], [0.005, 0.172, -0.036], [0.079, -0.022, 0.093], [-0.046, -0.068, -0.090], [-0.039, -0.058, -0.013], [-0.027, -0.081, 0.134], [-0.131, 0.024, -0.008], [-0.022, -0.137, -0.132], [0.139, 0.072, 0.060], [0.044, 0.041, -0.026], [-0.199, 0.118, 0.107], [0.007, 0.113, -0.013], [-0.070, -0.092, -0.117], [0.051, -0.050, 0.058], [0.023, 0.095, -0.023], [0.035, -0.028, 0.002], [-0.087, -0.101, -0.020], [-0.015, 0.088, 0.112], [0.018, 0.060, -0.096], [0.015, -0.023, 0.039], [0.022, -0.020, 0.026], [0.090, -0.030, -0.095], [-0.086, -0.073, 0.008], [-0.022, 0.139, 0.045], [0.023, -0.004, 0.031]]}